# 1
Entry from the OMol25 dataset: a molecular structure, C15H51Fe2O20P (ωB97M-V/def2-TZVPD).

## Properties
<S²>: 20.01
Orbital gap (alpha / beta) (eV): 8.076 / 7.388
Total energy (eV): -135399.9672
F_max (eV/A): 2.47
HOMO energy (alpha / beta) (eV): -8.1859 / -7.4972

ORCA input file:
```
! wB97M-V def2-TZVPD RIJCOSX def2/J DEFGRID3
* xyz 0 9
Fe -1.555 -1.405 0.400
Fe -0.255 2.327 0.361
O -3.488 -1.128 0.214
H -3.568 -0.658 -0.623
P 0.720 -0.048 -0.094
O 0.544 -1.370 0.693
O 1.325 1.154 0.678
O -0.789 0.466 -0.071
O 1.166 -0.162 -1.536
C 0.422 -1.651 -4.520
C 0.961 -0.276 -4.837
O 0.414 0.683 -3.929
O 0.978 -2.244 -3.321
H 0.631 -2.373 -5.311
H -0.666 -1.585 -4.377
H 0.728 0.014 -5.861
H 2.054 -0.265 -4.739
H 0.719 0.383 -3.050
H 1.105 -1.554 -2.630
C -0.978 -3.801 -1.251
C -1.872 -4.331 -0.155
O -1.673 -3.504 1.005
O -1.374 -2.442 -1.530
H -1.086 -4.416 -2.146
H 0.064 -3.816 -0.924
H -1.629 -5.374 0.039
H -2.910 -4.244 -0.491
H -1.742 -4.036 1.800
H -0.814 -2.175 -2.278
C 1.553 4.043 -1.226
C 0.993 4.974 -0.206
O 0.651 4.175 0.992
O 0.600 3.020 -1.525
H 2.470 3.591 -0.830
H 1.869 4.543 -2.146
H 0.064 5.462 -0.494
H 1.738 5.703 0.101
H 1.283 4.417 1.676
H 0.989 2.456 -2.211
C -2.476 -0.889 3.746
C -3.816 -1.536 3.497
O -4.620 -0.753 2.633
O -1.618 -0.997 2.611
H -1.953 -1.351 4.592
H -2.707 0.161 3.970
H -4.350 -1.647 4.441
H -3.708 -2.533 3.046
H -4.247 -0.780 1.708
H -0.708 -0.830 2.908
C -2.660 2.765 2.128
C -3.117 2.774 0.688
O -2.070 3.311 -0.160
O -1.348 2.231 2.220
H -3.393 2.163 2.674
H -2.701 3.777 2.543
H -3.994 3.417 0.599
H -3.409 1.769 0.373
H -2.446 3.796 -0.899
H -1.093 2.191 3.147
C -2.731 0.528 -3.014
O -2.383 1.265 -4.155
H -2.577 1.139 -2.117
H -3.774 0.218 -3.113
H -2.189 -0.411 -2.873
H -1.428 1.177 -4.303
C 4.281 1.183 -1.330
O 3.211 1.453 -2.230
H 4.496 0.114 -1.309
H 5.149 1.768 -1.624
H 4.003 1.502 -0.317
H 2.512 0.799 -2.024
C 3.426 -2.775 -0.147
O 2.220 -3.397 0.256
H 4.234 -3.505 -0.072
H 3.350 -2.414 -1.176
H 3.712 -1.978 0.556
H 1.542 -2.688 0.280
C 1.449 -2.754 3.564
O 1.154 -1.396 3.286
H 0.814 -3.430 2.986
H 2.503 -2.985 3.388
H 1.272 -2.935 4.627
H 1.142 -1.253 2.320
C 3.778 1.435 3.035
O 3.267 2.361 2.086
H 3.006 0.704 3.300
H 4.580 0.841 2.576
H 4.140 1.975 3.902
H 2.633 1.868 1.527
*
```

Atom charges from the Mulliken analysis, given in e for atoms 1 to 4:
1 Fe 1.365
2 Fe 0.239
3 O -1.138
4 H 0.093

# 2
Entry from the OMol25 dataset: 11 unconnected molecules or ions with the total composition C15H52N14O11 (ωB97M-V/def2-TZVPD).

## Properties
Orbital gap (eV): 8.117
Total energy (eV): -59784.7919
F_max (eV/A): 7.35
HOMO energy (eV): -8.5226
Relative energy (zero: lowest compared OMol25 entry of this formula, charge and spin) (kcal per mole): 106.8

ORCA input file:
```
! wB97M-V def2-TZVPD RIJCOSX def2/J DEFGRID3
* xyz 0 1
C 3.847 -1.294 1.736
O 3.804 -1.932 2.752
N 4.398 -1.682 0.666
N 3.389 -0.112 1.685
H 4.720 -2.620 0.476
H 4.022 -1.167 -0.118
H 3.634 0.478 0.903
H 2.908 0.353 2.442
C -1.076 1.157 -4.615
O -0.754 1.178 -3.443
N -1.122 0.095 -5.311
N -1.315 2.243 -5.263
H -1.066 -0.709 -4.702
H -0.999 0.218 -6.306
H -1.608 2.918 -4.571
H -1.905 2.166 -6.079
C -4.188 -1.971 -0.345
O -5.237 -2.561 -0.428
N -3.963 -0.793 -0.727
N -3.062 -2.485 0.079
H -4.654 -0.383 -1.340
H -3.018 -0.444 -0.657
H -2.138 -2.092 -0.036
H -3.064 -3.492 0.149
C -2.287 3.956 -1.723
O -2.633 3.728 -2.836
N -1.729 3.030 -1.010
N -2.426 5.141 -1.194
H -1.561 3.350 -0.067
H -1.249 2.242 -1.422
H -2.024 5.259 -0.275
H -3.139 5.743 -1.580
C 2.035 2.499 -0.846
O 2.083 2.087 0.305
N 2.681 1.856 -1.810
N 1.543 3.630 -1.159
H 2.608 2.175 -2.765
H 3.305 1.128 -1.493
H 1.642 3.950 -2.112
H 0.873 3.908 -0.457
C 2.839 -1.108 -2.861
O 3.165 -0.882 -1.732
N 3.027 -2.237 -3.470
N 1.972 -0.325 -3.568
H 2.686 -2.361 -4.413
H 3.256 -2.981 -2.827
H 1.552 0.452 -3.079
H 1.695 -0.616 -4.495
C 2.231 -4.700 3.850
O 1.685 -5.642 4.329
N 3.508 -4.537 4.051
N 1.687 -3.630 3.301
H 3.945 -5.133 4.740
H 3.969 -3.697 3.732
H 0.722 -3.697 3.009
H 2.279 -2.923 2.890
C -0.248 -1.049 1.298
C -0.213 -0.204 0.089
O -1.104 -0.530 -0.975
H -0.035 -2.109 1.161
H -1.165 -0.949 1.878
H 0.595 -0.636 1.853
H 0.752 -0.240 -0.416
H -0.351 0.841 0.368
H -0.892 0.045 -1.714
C -3.046 2.890 2.128
C -2.936 3.726 3.336
O -4.176 3.963 3.929
H -2.032 2.715 1.770
H -3.542 3.421 1.316
H -3.473 1.893 2.236
H -2.559 4.711 3.060
H -2.110 3.522 4.017
H -4.315 4.907 3.824
C 1.110 0.674 5.451
C 0.620 1.737 4.313
O 1.526 1.664 3.257
H 0.809 1.006 6.445
H 2.195 0.756 5.521
H 0.780 -0.311 5.120
H 0.656 2.760 4.689
H -0.334 1.349 3.956
H 1.257 1.907 2.369
C -1.468 -4.736 -2.567
C -0.801 -3.458 -2.309
O -0.205 -3.454 -1.043
H -0.898 -5.626 -2.303
H -1.568 -4.826 -3.649
H -2.424 -4.762 -2.044
H -1.499 -2.625 -2.380
H -0.117 -3.188 -3.114
H -0.283 -2.521 -0.830
*
```

Atom charges from the Mulliken analysis, given in e for atoms 1 to 4:
1 C 0.776
2 O -0.899
3 N -0.301
4 N -0.098

# 3
Entry from the OMol25 dataset: 9 unconnected molecules or ions with the total composition C15H55B2NO6 (ωB97M-V/def2-TZVPD).

## Properties
Orbital gap (eV): 7.312
Total energy (eV): -31563.3842
F_max (eV/A): 4.83
HOMO energy (eV): -8.4703
Relative energy (zero: lowest compared OMol25 entry of this formula, charge and spin) (kcal per mole): 171.2

ORCA input file:
```
! wB97M-V def2-TZVPD RIJCOSX def2/J DEFGRID3
* xyz 0 1
O 1.090 -1.733 -0.160
H 1.446 -2.321 0.510
H 0.925 -2.198 -0.983
H 0.302 -1.275 0.143
N -2.124 -4.702 4.212
H -2.485 -3.905 3.707
H -2.209 -4.501 5.199
H -1.128 -4.779 4.068
H -2.682 -5.518 4.004
B 2.023 -4.305 2.863
H 2.934 -3.990 2.381
H 1.386 -4.590 2.040
H 2.219 -5.100 3.567
H 1.597 -3.470 3.397
B -2.824 -0.783 1.411
H -3.789 -0.365 1.649
H -2.979 -1.829 1.194
H -2.308 -0.235 0.638
H -2.230 -0.702 2.308
C 7.716 1.495 2.321
C 7.420 0.766 1.007
C 8.541 -0.173 0.653
O 6.210 0.030 1.208
H 8.591 2.112 2.115
H 7.811 0.864 3.205
H 6.958 2.265 2.464
H 7.223 1.486 0.213
H 8.352 -0.936 -0.102
H 8.881 -0.772 1.498
H 9.379 0.372 0.219
H 6.404 -0.603 1.903
C -0.600 -5.506 -3.345
C 0.679 -5.128 -4.111
C 0.650 -5.627 -5.544
O 0.807 -3.733 -4.097
H -1.490 -5.184 -3.886
H -0.486 -5.140 -2.325
H -0.632 -6.593 -3.268
H 1.577 -5.565 -3.675
H 1.561 -5.504 -6.130
H -0.187 -5.159 -6.063
H 0.513 -6.706 -5.610
H 1.388 -3.447 -4.805
C -4.556 -0.558 -5.281
C -4.479 -0.086 -3.792
C -5.443 1.028 -3.447
O -4.832 -1.188 -3.010
H -3.990 0.012 -6.018
H -5.600 -0.610 -5.590
H -4.215 -1.589 -5.374
H -3.442 0.170 -3.577
H -5.379 1.863 -4.144
H -5.374 1.367 -2.414
H -6.456 0.640 -3.560
H -4.515 -1.087 -2.110
C 0.975 4.324 -1.380
C 1.927 4.503 -0.162
C 3.160 5.402 -0.462
O 1.287 5.221 0.843
H 0.395 5.213 -1.628
H 0.274 3.500 -1.251
H 1.509 4.038 -2.287
H 2.323 3.557 0.207
H 3.752 4.896 -1.225
H 3.849 5.375 0.381
H 2.899 6.449 -0.614
H 0.467 4.749 1.000
C -3.705 4.962 5.244
C -4.213 4.204 4.056
C -5.114 5.068 3.207
O -3.105 3.840 3.273
H -3.460 4.225 6.008
H -4.427 5.662 5.665
H -2.765 5.497 5.105
H -4.843 3.371 4.371
H -4.587 5.916 2.769
H -5.954 5.386 3.824
H -5.512 4.417 2.428
H -3.285 2.952 2.954
*
```

Atom charges from the Mulliken analysis, given in e for atoms 1 to 4:
1 O -0.403
2 H 0.401
3 H 0.423
4 H 0.431